Molecular formula: C42H41BrMoN4O4S2
Method: DFT, wB97M-V/def2-TZVPD

Geometry as XYZ:
```
95
Properties=species:S:1:pos:R:3:lowdin_charge:R:1
Mo 0.898 -1.368 -0.128 1.438
Br 3.941 1.334 6.159 0.827
S 0.589 -3.521 -1.317 0.706
S -2.107 -2.338 -2.206 1.018
O 1.581 -1.472 2.378 -0.188
O 2.866 -2.869 0.426 -0.355
O 1.631 0.516 0.669 -0.119
O 2.769 -0.980 -1.399 -0.368
N 2.359 3.136 0.059 0.154
N 2.049 4.345 1.918 0.198
N -1.384 -4.750 -2.541 -0.039
N -0.678 -1.372 0.757 -0.078
C 1.337 7.059 -0.507 -0.072
C -2.167 0.350 1.351 -0.180
C -2.639 -4.709 -3.297 -0.181
C -2.684 -2.151 1.807 -0.170
C -2.448 -3.485 1.451 -0.044
C 2.814 -4.147 1.067 -0.077
C -1.280 1.260 1.923 -0.021
C 4.026 -1.233 -0.750 -0.142
C -2.724 3.260 -3.529 -0.059
C -4.321 -4.173 2.788 -0.048
C 2.043 4.420 -0.366 -0.188
C -4.555 -2.856 3.153 -0.044
C 1.910 4.979 -1.632 -0.018
C 4.061 -2.674 -0.325 -0.164
C -3.631 2.162 0.760 -0.068
C 2.809 -1.209 -2.823 -0.048
C -2.112 2.347 -2.688 -0.022
C -3.397 -3.528 -2.709 -0.367
C 3.133 2.182 3.582 -0.042
C 0.981 -2.301 3.387 -0.031
C -0.957 -3.609 -2.036 -1.005
C -1.093 1.524 -3.176 -0.254
C -1.313 2.546 -5.346 -0.063
C 3.206 1.104 4.443 -0.660
C -1.803 -1.091 1.302 -0.233
C 2.610 2.011 2.301 -0.066
C -3.740 -1.845 2.666 -0.005
C -3.264 -4.488 1.938 -0.059
C -0.695 1.631 -4.512 -0.032
C -2.737 3.067 1.315 -0.052
C -3.354 0.802 0.782 -0.029
C -0.458 0.589 -2.302 -0.086
C 1.555 6.312 -1.677 -0.074
C 2.375 3.182 1.442 -0.279
C 0.072 -0.211 -1.549 -0.221
C -1.564 2.616 1.909 -0.042
C 2.171 0.749 1.939 -0.180
C 1.838 5.151 0.808 -0.217
C 2.177 -0.317 2.826 -0.221
C -2.326 3.360 -4.856 -0.059
C 2.722 -0.152 4.086 -0.037
C 1.471 6.496 0.744 -0.002
H 1.444 6.797 -2.638 0.109
H -4.052 -3.054 -3.435 0.093
H -2.417 -4.563 -4.356 0.134
H 1.742 -2.867 3.923 0.105
H 2.755 -0.965 4.796 0.116
H 0.311 -2.981 2.867 0.081
H 4.850 -0.977 -1.417 0.147
H -4.550 2.515 0.312 0.118
H 1.139 1.292 0.338 0.111
H -3.081 -5.519 1.665 0.112
H 2.076 4.408 -2.536 0.110
H 3.088 -2.241 -3.036 0.095
H 4.061 -0.583 0.127 0.132
H 1.062 8.101 -0.596 0.109
H -4.048 0.095 0.344 0.126
H -3.181 -5.643 -3.170 0.135
H 1.846 -4.233 1.552 0.077
H -4.958 -4.960 3.170 0.117
H 3.531 -0.524 -3.266 0.109
H -2.406 2.266 -1.649 0.093
H -3.510 3.900 -3.151 0.112
H 4.079 -3.357 -1.181 0.138
H 2.920 -4.947 0.332 0.098
H 4.938 -2.871 0.298 0.150
H 1.814 -1.004 -3.202 0.070
H -0.779 -5.559 -2.554 0.154
H -0.882 3.319 2.372 0.112
H 0.096 0.994 -4.887 0.113
H -5.369 -2.615 3.823 0.118
H 1.311 7.067 1.647 0.119
H -2.806 4.076 -5.510 0.114
H -2.962 4.125 1.302 0.117
H -3.913 -0.820 2.967 0.123
H -0.393 0.895 2.428 0.109
H 3.610 -4.221 1.810 0.111
H -1.621 -3.723 0.791 0.081
H 2.803 2.435 -0.510 0.159
H -1.005 2.627 -6.380 0.112
H -3.970 -3.806 -1.826 0.088
H 3.457 3.167 3.886 0.124
H 0.410 -1.687 4.085 0.115
```

The multiplicity is 3. The relative energy (zero: lowest compared OMol25 entry of this formula, charge and spin) comes out at 0.0 kJ/mol. As for the total charge: +2. The calculation puts the HOMO energy (alpha / beta) at -12.51 / -12.51 eV. Its orbital gap (alpha / beta) is 6.9 / 6.1 eV. As for the LUMO energy (alpha / beta): -5.607 / -6.414 eV. The energy is -151924.525 eV.